No. 1
# H14O7

A cluster of 7 separate species, H14O7 in total at a distorted geometry (the ωB97M-V functional and the def2-TZVPD basis, the OMol25 dataset).

Relative energy (zero: lowest compared OMol25 entry of this formula, charge and spin): 2.907 eV
F_max: 1.9 eV/Å
Gap between HOMO and LUMO: 10.7 eV
Net charge: 0
HOMO energy: -10.61 eV

Cartesian coordinates (Å):
O  1.274  -0.014  0.152
H  0.715  0.517  0.731
H  1.960  0.598  -0.137
O  -1.303  -3.438  -0.434
H  -0.698  -2.707  -0.604
H  -2.079  -3.016  -0.048
O  0.344  3.386  3.473
H  1.260  3.686  3.465
H  0.349  2.634  4.076
O  2.547  -3.654  0.469
H  2.423  -4.338  -0.199
H  3.431  -3.821  0.813
O  0.219  4.799  1.786
H  -0.275  5.584  1.526
H  0.616  4.489  0.965
O  -0.615  -1.439  -3.698
H  -0.091  -1.699  -4.464
H  -0.521  -0.480  -3.665
O  -2.721  0.033  -1.630
H  -3.120  0.739  -2.150
H  -1.930  0.436  -1.254

***

No. 2
# C5H7NO4

The molecule C5H7NO4 at a distorted geometry (the ωB97M-V functional and the def2-TZVPD basis, the OMol25 dataset).

Relative energy (zero: lowest compared OMol25 entry of this formula, charge and spin): 2.247 eV
F_max: 4.8 eV/Å
Gap between HOMO and LUMO: 11.3 eV
Net charge: 0
HOMO energy: -10.71 eV

Cartesian coordinates (Å):
N  1.881  3.091  0.031
C  1.220  2.233  -0.369
C  0.396  1.127  -0.947
O  -0.524  1.642  -1.863
C  -0.472  0.355  0.192
O  -1.479  -0.436  -0.304
C  -1.431  -1.789  0.453
O  -0.109  -1.986  0.715
C  0.628  -0.591  0.715
O  1.824  -0.821  0.083
H  1.075  0.521  -1.565
H  -1.339  1.868  -1.392
H  -0.794  1.075  0.961
H  -2.020  -1.666  1.380
H  -1.834  -2.560  -0.216
H  0.781  -0.392  1.789
H  2.196  -1.670  0.336

***

No. 3
# C25H55MnNO2Si2

A structure of composition C25H55MnNO2Si2 at a distorted geometry (the ωB97M-V functional and the def2-TZVPD basis, the OMol25 dataset).

Relative energy (zero: lowest compared OMol25 entry of this formula, charge and spin): 0.000 eV
F_max: 1.4 eV/Å
Gap between HOMO and LUMO (alpha / beta): 6.8 / 8.5 eV
Spin multiplicity: 6
Net charge: 0
<S²>: 8.77
HOMO energy (alpha / beta): -6.23 / -8.04 eV

Cartesian coordinates (Å):
O  -0.787  -1.644  -2.648
O  -2.435  -0.377  -5.092
C  0.286  -2.564  -2.886
C  0.683  -3.471  -1.731
H  1.137  -1.925  -3.174
H  -0.004  -3.181  -3.756
H  0.894  -2.932  -0.805
H  1.595  -4.000  -2.018
H  -0.067  -4.248  -1.535
C  -1.833  -1.980  -1.709
C  -2.904  -2.816  -2.372
H  -2.231  -1.006  -1.385
H  -1.409  -2.476  -0.817
H  -3.230  -2.351  -3.314
H  -3.767  -2.903  -1.703
H  -2.531  -3.830  -2.568
C  -3.472  0.590  -5.327
C  -2.231  -1.291  -6.181
C  -4.675  0.352  -4.437
H  -3.793  0.558  -6.385
H  -3.020  1.572  -5.121
H  -5.177  -0.591  -4.690
H  -5.388  1.166  -4.608
H  -4.391  0.334  -3.376
C  -3.409  -2.225  -6.382
H  -1.328  -1.853  -5.906
H  -2.022  -0.742  -7.123
H  -3.743  -2.671  -5.439
H  -3.099  -3.034  -7.051
H  -4.253  -1.695  -6.842
H  -0.593  -0.080  -3.559
Mn  0.544  0.870  -0.294
C  -0.214  0.972  -3.600
Si  0.426  1.534  -5.279
H  -1.037  1.619  -3.274
H  0.631  1.057  -2.890
C  1.217  0.047  -6.106
C  1.647  2.904  -4.863
C  -0.786  2.271  -6.518
C  2.290  0.000  -0.784
Si  3.647  0.901  0.170
H  2.388  0.066  -1.884
H  2.213  -1.069  -0.516
C  4.103  2.416  -0.845
C  5.104  -0.216  0.593
C  3.034  1.591  1.814
H  -0.247  2.599  -7.424
H  -1.274  3.149  -6.082
H  -1.558  1.557  -6.823
H  2.079  -0.306  -5.528
H  1.567  0.315  -7.114
H  0.508  -0.780  -6.214
H  2.198  2.665  -3.949
H  1.108  3.844  -4.690
H  2.371  3.075  -5.672
H  5.324  -0.953  -0.191
H  4.891  -0.772  1.520
H  6.015  0.377  0.764
H  2.245  0.967  2.259
H  2.648  2.611  1.676
H  3.876  1.641  2.522
H  4.936  2.961  -0.379
H  3.241  3.098  -0.900
H  4.392  2.151  -1.868
C  -2.267  1.726  -0.087
N  -0.939  2.248  0.335
C  -0.763  3.636  -0.129
C  -0.879  2.195  1.837
C  -0.656  0.771  2.278
C  -0.951  0.367  3.586
C  -0.706  -0.960  3.965
C  -0.178  -1.857  3.039
C  0.146  -1.426  1.734
C  -0.081  -0.110  1.362
H  -2.345  1.693  -1.190
H  -3.047  2.399  0.319
H  -2.430  0.711  0.310
H  -1.547  4.264  0.325
H  0.217  3.998  0.208
H  -0.803  3.704  -1.223
H  -0.061  2.860  2.151
H  -1.820  2.644  2.205
H  -1.380  1.105  4.276
H  -0.922  -1.271  4.987
H  -0.009  -2.892  3.333
H  0.578  -2.121  1.017

***

No. 4
# C10H28N2OSSb

A structure of composition C10H28N2OSSb (the ωB97M-V functional and the def2-TZVPD basis, the OMol25 dataset).

F_max: 0.5 eV/Å
Gap between HOMO and LUMO: 7.8 eV
Net charge: -1
HOMO energy: -4.43 eV

Cartesian coordinates (Å):
C  5.701  -1.596  -0.166
C  4.353  -1.102  0.351
C  3.147  -1.794  -0.312
C  2.180  -0.850  -1.067
N  0.777  -1.080  -0.747
Sb  -0.442  0.485  -0.053
O  0.608  1.800  -1.219
S  1.263  0.976  1.714
C  -1.489  -0.925  1.223
C  -2.601  -1.683  0.506
C  -3.874  -0.857  0.339
C  -4.997  -1.627  -0.359
N  -1.598  2.093  0.650
C  -0.973  3.399  0.818
C  -1.242  4.366  -0.332
H  5.835  -2.663  0.031
H  6.535  -1.062  0.297
H  5.772  -1.454  -1.249
H  4.318  -1.240  1.435
H  4.274  -0.023  0.196
H  3.520  -2.564  -0.999
H  2.547  -2.316  0.435
H  2.430  0.184  -0.818
H  2.354  -0.947  -2.148
H  0.309  -1.543  -1.518
H  -1.560  0.216  -1.405
H  0.388  1.544  -2.131
H  1.362  -0.317  2.050
H  -1.885  -0.363  2.072
H  -0.719  -1.609  1.584
H  -2.260  -2.000  -0.489
H  -2.854  -2.607  1.046
H  -3.638  0.055  -0.215
H  -4.200  -0.527  1.331
H  -5.576  -2.226  0.349
H  -5.693  -0.962  -0.875
H  -4.587  -2.313  -1.105
H  -2.349  2.180  -0.030
H  -1.313  3.861  1.758
H  0.108  3.276  0.921
H  -0.698  5.306  -0.201
H  -2.311  4.600  -0.397
H  -0.923  3.909  -1.270

***

No. 5
# C17H24FI2N3O4P2

A cluster of 2 separate species, C17H24FI2N3O4P2 in total at a distorted geometry (the ωB97M-V functional and the def2-TZVPD basis, the OMol25 dataset).

F_max: 1.4 eV/Å
Gap between HOMO and LUMO: 7.3 eV
Net charge: 0
HOMO energy: -8.19 eV

Cartesian coordinates (Å):
C  2.225  -3.214  -0.106
C  0.790  -3.335  -0.652
P  -0.593  -2.625  0.288
C  -0.412  -3.236  2.003
C  0.731  -2.687  2.877
C  -0.414  -0.805  0.352
N  0.690  -0.170  0.009
C  0.663  1.205  -0.007
C  1.815  1.980  -0.358
C  3.185  1.478  -0.750
C  3.328  0.414  -1.841
N  4.330  -0.570  -1.412
C  1.673  3.332  -0.314
F  2.726  4.104  -0.615
C  0.494  4.022  0.026
P  0.404  5.815  -0.048
O  0.459  6.351  -1.401
O  1.572  6.353  0.899
O  -0.954  6.192  0.699
C  -0.589  3.279  0.380
C  -0.521  1.882  0.373
N  -1.637  1.215  0.756
C  -1.595  -0.075  0.730
C  -2.846  -0.766  1.137
I  -3.065  -0.845  3.227
C  -3.780  -1.230  0.322
C  -5.060  -1.910  0.653
I  -3.468  -0.969  -1.734
H  2.277  -2.517  0.722
H  2.890  -2.857  -0.877
H  2.587  -4.183  0.235
H  0.515  -4.389  -0.719
H  0.699  -2.933  -1.661
H  -0.278  -4.312  1.869
H  -1.378  -3.121  2.489
H  1.023  -1.681  2.583
H  0.430  -2.684  3.923
H  1.605  -3.329  2.794
H  3.717  1.156  0.148
H  3.709  2.361  -1.108
H  3.690  0.920  -2.741
H  2.388  -0.074  -2.081
H  4.545  -1.208  -2.167
H  5.184  -0.080  -1.176
H  1.807  5.749  1.612
H  -0.965  5.943  1.630
H  -1.527  3.745  0.646
H  -5.159  -2.074  1.723
H  -5.912  -1.322  0.313
H  -5.098  -2.877  0.153
O  -5.893  -2.084  -4.586
H  -5.338  -1.682  -3.909
H  -5.535  -1.768  -5.420

***

No. 6
# C3H6OS

The molecule C3H6OS at a distorted geometry (the ωB97M-V functional and the def2-TZVPD basis, the OMol25 dataset).

Relative energy (zero: lowest compared OMol25 entry of this formula, charge and spin): 4.176 eV
F_max: 3.6 eV/Å
Gap between HOMO and LUMO: 9.5 eV
Net charge: 0
HOMO energy: -8.81 eV

Cartesian coordinates (Å):
S  0.461  0.060  2.107
C  0.038  0.248  0.368
C  1.109  0.512  -0.867
O  0.236  -0.684  -1.435
C  -0.838  -0.706  -0.459
H  -0.851  -0.366  2.567
H  -0.226  1.225  0.529
H  0.971  1.632  -1.399
H  2.174  0.107  -0.843
H  -1.837  -0.358  -0.643
H  -1.237  -1.670  0.075